No. 1
A molecular structure, C51H42BiN5O6S4Sb at a distorted geometry. Source: the OMol25 dataset; level of theory: ωB97M-V/def2-TZVPD.

Computed properties:
Molecular weight in g mol⁻¹: 1279.9
Lowest unoccupied orbital energy (spin up / spin down) in eV: 3.64 / 3.53
E_tot in eV: -129024.339
Gap between HOMO and LUMO (spin up / spin down) in eV: 4.26 / 5.30
Spin multiplicity: 2
Net charge: -2
Energy relative to the best compared isomer or geometry (same formula, charge and spin) in eV: 1.340

XYZ file:
```
110
Properties=species:S:1:pos:R:3:forces:R:3:mulliken_spin:R:1
Bi -0.261055 0.167783 -0.638085 -0.153 0.367 0.312 0.01
C -9.589794 -1.568118 -3.615314 -0.096 -0.038 -0.039 0.00
O -8.337464 -2.103376 -3.954093 0.092 -0.037 -0.031 0.00
C -7.265372 -1.779739 -3.156462 0.085 -0.012 0.023 0.00
C -6.014204 -2.153576 -3.639726 -0.060 -0.065 -0.038 0.00
C -4.870949 -1.844335 -2.929349 -0.096 0.043 -0.029 0.00
C -4.953086 -1.137055 -1.727076 -0.017 0.027 0.051 0.00
C -6.208840 -0.808485 -1.235213 0.126 -0.104 -0.072 0.01
C -7.366942 -1.125370 -1.939026 -0.211 0.026 -0.015 0.00
C -3.707290 -0.710004 -1.041843 0.068 0.321 0.015 0.05
C -3.429528 0.647827 -1.015986 -0.046 -0.354 0.100 0.04
C -4.293920 1.672982 -1.560132 0.082 0.283 0.023 -0.04
C -3.674634 2.859262 -1.382455 -0.167 -0.190 -0.078 0.03
C -2.408452 2.591732 -0.736739 0.326 0.318 0.037 -0.04
N -2.301639 1.243127 -0.506691 -0.108 -0.158 0.209 0.07
C -1.442409 3.541511 -0.479752 -0.335 -0.182 -0.095 0.10
C -0.173277 3.307972 0.121847 0.294 0.205 0.250 0.03
C 0.777603 4.307428 0.414633 -0.197 -0.085 -0.079 0.08
C 1.880507 3.672689 0.959223 0.038 -0.157 0.028 0.07
C 1.577656 2.294424 1.016921 -0.027 0.099 -0.044 0.01
C 2.427178 1.233445 1.482187 -0.150 -0.382 0.111 0.14
C 3.878214 1.512871 1.602554 0.048 0.001 0.029 0.03
C 4.406328 2.557360 2.364545 0.013 -0.110 0.020 0.04
C 5.742391 2.907735 2.281391 0.102 0.046 0.052 -0.01
C 6.598408 2.204203 1.443588 -0.071 0.029 0.010 0.01
O 7.888626 2.674050 1.344071 -0.069 -0.009 0.051 0.00
C 8.623447 2.242185 0.221146 0.030 -0.061 -0.014 0.00
C 6.120765 1.092592 0.761920 0.194 -0.018 -0.029 -0.01
C 4.777011 0.758541 0.843381 -0.051 0.182 0.107 0.03
C 2.016584 -0.081385 1.650605 0.024 0.502 0.023 -0.08
N 0.836914 -0.646793 1.239538 -0.106 -0.146 0.305 0.07
C 0.922289 -1.998867 1.506794 -0.234 -0.176 -0.143 0.07
C 0.042006 -2.987105 1.092414 0.166 0.223 0.098 0.01
C 0.491900 -4.401336 1.198535 0.065 -0.010 0.026 -0.02
C 0.813350 -5.079913 0.025866 -0.051 -0.013 0.114 0.00
C 1.392972 -6.339336 0.069811 0.135 -0.195 -0.086 0.00
C 1.652262 -6.947127 1.291019 -0.134 0.114 0.045 0.00
O 2.278661 -8.165440 1.429241 -0.056 0.091 0.046 0.00
C 2.988886 -8.635773 0.307974 0.049 -0.103 -0.078 0.00
C 1.257849 -6.314543 2.463360 0.120 -0.052 0.116 0.00
C 0.693672 -5.050833 2.414400 -0.140 -0.059 -0.096 0.00
C -1.194161 -2.755817 0.448894 -0.087 -0.066 0.064 0.10
C -2.178809 -3.741497 0.181190 -0.002 0.030 0.004 0.04
C -3.235384 -3.097826 -0.411607 0.060 0.001 -0.039 0.06
C -2.880256 -1.726461 -0.509110 -0.178 -0.072 0.066 0.05
N -1.648120 -1.537699 0.040397 -0.174 0.044 0.102 -0.03
C 2.157543 -2.258490 2.209972 0.199 0.180 0.005 -0.05
C 2.823993 -1.089607 2.300402 -0.038 -0.355 0.063 0.05
N 0.315726 2.092160 0.520901 0.002 0.157 0.030 0.00
C -1.703762 4.934202 -0.924280 0.026 -0.031 -0.021 0.01
C -0.954546 5.479782 -1.961044 -0.149 -0.001 0.092 0.02
C -1.181857 6.773748 -2.411161 0.051 0.142 -0.152 0.00
C -2.174349 7.545449 -1.821916 -0.067 -0.071 0.074 0.00
O -2.496848 8.826689 -2.205611 0.011 -0.058 0.063 0.00
C -1.848569 9.330237 -3.347210 0.026 0.063 -0.041 0.00
C -2.920568 7.017377 -0.774969 -0.098 0.065 -0.006 0.00
C -2.690367 5.725129 -0.337493 0.137 0.097 -0.039 0.01
H -10.243623 -1.803375 -4.454350 -0.052 0.034 0.056 0.00
H -9.548781 -0.481287 -3.485074 0.023 -0.037 0.015 0.00
H -10.002634 -2.024550 -2.707859 0.053 0.048 0.008 0.00
H -5.963633 -2.670612 -4.588999 0.034 -0.011 -0.017 0.00
H -3.893631 -2.116918 -3.310313 0.043 0.026 -0.020 0.00
H -6.283682 -0.287045 -0.289050 0.009 0.026 0.004 0.00
H -8.330589 -0.852036 -1.528399 0.011 0.001 -0.020 0.00
H -5.245121 1.492707 -2.029858 -0.028 0.011 -0.037 0.00
H -4.022089 3.837071 -1.670253 -0.031 0.002 -0.062 0.01
H 0.648599 5.362832 0.240787 0.019 0.038 0.016 0.01
H 2.798382 4.143429 1.264468 0.033 -0.010 0.041 -0.01
H 3.754256 3.100984 3.034887 -0.038 0.075 -0.045 0.00
H 6.140823 3.737536 2.851560 -0.005 0.025 0.001 0.00
H 9.470982 2.919680 0.123902 -0.008 -0.036 0.014 0.00
H 8.014281 2.285496 -0.686787 0.048 0.016 0.002 0.00
H 8.995215 1.219621 0.346437 -0.019 0.017 -0.014 0.00
H 6.777530 0.485019 0.153728 -0.008 0.017 -0.036 0.00
H 4.409360 -0.091640 0.285245 -0.038 -0.017 -0.068 0.00
H 0.620789 -4.604858 -0.930756 0.077 0.062 -0.019 0.00
H 1.666816 -6.827294 -0.855658 -0.021 0.046 -0.035 0.00
H 3.586760 -9.476178 0.658217 -0.012 -0.005 -0.022 0.00
H 3.651311 -7.867799 -0.102159 -0.026 0.010 0.028 0.00
H 2.322143 -8.984203 -0.487652 -0.014 0.027 0.022 0.00
H 1.434245 -6.807640 3.411059 0.011 -0.029 0.008 0.00
H 0.406634 -4.555918 3.334469 0.036 0.035 0.006 0.00
H -2.087819 -4.787719 0.422138 -0.001 -0.029 -0.014 0.00
H -4.161590 -3.520814 -0.763541 -0.023 -0.042 0.039 0.00
H 2.463802 -3.223625 2.572665 0.078 -0.017 -0.002 0.00
H 3.770721 -0.908933 2.781879 0.036 0.005 -0.027 0.00
H -0.195943 4.867364 -2.431967 0.019 -0.011 -0.010 0.00
H -0.586816 7.157201 -3.228716 -0.012 -0.004 -0.008 0.00
H -2.270253 10.317941 -3.525507 0.013 -0.008 -0.007 0.00
H -2.029188 8.699116 -4.223146 0.028 -0.002 0.015 0.00
H -0.768970 9.427349 -3.192108 -0.013 -0.020 -0.016 0.00
H -3.686226 7.631397 -0.317993 -0.015 0.025 -0.016 0.00
H -3.280558 5.319615 0.474517 0.012 -0.029 0.018 0.00
S 2.291177 -1.061236 -5.067554 -0.173 0.079 0.217 0.00
Sb 0.634941 -1.013646 -3.491004 0.522 -1.036 -1.651 0.00
S -0.351285 -3.030741 -3.066675 0.065 0.225 0.259 0.00
S -0.992618 0.594609 -3.766910 0.189 -0.139 0.431 0.00
C 3.489743 3.348346 -2.135646 -0.086 -0.355 0.303 0.00
S 2.983156 1.621531 -1.784967 1.051 0.948 -0.778 0.00
C 4.162498 0.946073 -3.004594 -0.102 -0.125 0.495 0.00
O 1.625129 1.567346 -2.395330 -0.450 -0.003 0.012 0.00
H 3.382697 3.518373 -3.205574 0.009 -0.072 -0.049 0.00
H 4.518423 3.499124 -1.807062 0.017 0.016 0.025 0.00
H 2.819614 3.995709 -1.580741 -0.093 0.044 0.096 0.00
H 3.737488 1.043760 -4.000799 -0.118 0.025 0.012 0.00
H 4.293687 -0.107087 -2.775785 -0.012 -0.092 -0.141 0.00
H 5.108937 1.478126 -2.911070 0.020 0.026 0.086 0.00
O 3.515291 -2.747853 -0.765831 -0.032 -0.027 -0.116 0.00
C 2.751203 -1.937361 -1.175181 0.083 -0.031 0.041 0.00
N 2.023333 -1.061296 -1.541887 -0.311 -0.012 -0.536 0.00
```
Forces are in eV/Å.

***

No. 2
A molecular structure, C51H43N8PTc. Source: the OMol25 dataset; level of theory: ωB97M-V/def2-TZVPD.

Computed properties:
Molecular weight in g mol⁻¹: 896.9
Lowest unoccupied orbital energy (spin up / spin down) in eV: -10.93 / -13.51
E_tot in eV: -76958.634
Gap between HOMO and LUMO (spin up / spin down) in eV: 6.13 / 3.55
Spin multiplicity: 4
Net charge: +4

XYZ file:
```
104
Properties=species:S:1:pos:R:3:forces:R:3:mulliken_spin:R:1
Tc 0.003075 0.068936 0.726713 -0.776 0.290 0.164 1.86
C -1.377724 2.548680 -4.061610 -0.032 -0.028 0.193 0.00
N -1.317898 2.269003 -2.614329 0.071 -0.034 -0.156 0.02
C -0.634661 1.249443 -2.052180 -0.038 0.309 0.158 0.01
N -0.725003 1.356602 -0.726050 0.065 -0.182 -0.147 -0.04
C -1.513143 2.434437 -0.430137 0.098 -0.122 0.018 0.01
C -1.889111 3.039485 -1.614991 -0.112 -0.145 0.032 0.00
C -2.694194 4.244812 -1.829387 0.023 0.110 0.040 0.00
C -3.685850 4.309856 -2.813012 0.022 -0.092 0.110 0.00
C -4.438076 5.461731 -2.961467 -0.005 0.148 0.082 0.00
C -4.209006 6.555154 -2.131302 -0.006 -0.053 -0.036 0.00
C -3.230518 6.494384 -1.144729 -0.071 0.027 -0.068 0.00
C -2.475608 5.345505 -0.990930 0.038 -0.099 -0.111 0.00
C -1.791540 2.636715 0.996758 -0.088 0.093 -0.170 0.06
C -0.726915 2.478079 1.898911 -0.070 -0.289 0.094 0.04
C -0.951049 2.630033 3.270682 0.084 -0.053 -0.060 0.02
C -2.224014 2.910201 3.732738 -0.014 -0.003 0.063 0.00
C -3.283495 3.034775 2.836623 -0.031 0.017 0.021 0.01
C -3.074082 2.898884 1.473513 0.046 0.105 -0.080 0.00
P 0.223967 -0.155508 -2.808369 -0.077 -0.020 -0.148 -0.01
C -0.581265 -1.432221 -1.802508 0.051 -0.359 0.043 0.06
N -0.789349 -1.356190 -0.476604 0.317 0.245 -0.161 -0.06
C -1.635314 -2.369124 -0.115361 -0.087 -0.141 0.009 0.05
C -1.907253 -3.127462 -1.236438 0.049 0.095 -0.081 -0.01
N -1.234674 -2.512675 -2.277914 -0.171 0.156 -0.005 0.03
C -1.357543 -2.894868 -3.700654 0.057 -0.026 0.228 0.00
C -2.778471 -4.299934 -1.395956 -0.011 -0.014 0.014 0.00
C -2.293165 -5.472988 -1.980350 0.006 0.065 0.060 0.00
C -3.125814 -6.571400 -2.113842 -0.114 0.003 0.038 0.00
C -4.440601 -6.503411 -1.663547 0.032 -0.017 -0.017 0.00
C -4.924980 -5.339774 -1.076444 0.019 -0.052 -0.020 0.00
C -4.098306 -4.237128 -0.938229 0.100 0.003 -0.073 0.00
C -2.179700 -2.421386 1.243105 -0.128 -0.145 -0.150 0.00
C -2.306450 -3.625146 1.935588 -0.196 0.003 -0.039 0.00
C -2.851217 -3.625398 3.212656 -0.007 0.030 -0.009 0.00
C -3.259917 -2.431570 3.803354 -0.011 -0.003 0.022 0.00
C -3.136459 -1.230618 3.115248 -0.015 0.017 0.090 0.01
C -2.610375 -1.228444 1.830972 0.232 0.022 0.028 0.05
C 1.723080 0.025590 -1.756315 0.077 -0.043 0.160 0.16
N 1.760434 -0.006536 -0.401760 0.323 -0.103 0.072 -0.08
C 3.079762 0.086838 -0.030264 -0.129 0.040 -0.130 0.18
C 3.850076 0.247263 -1.196476 0.073 -0.007 0.037 0.07
N 2.951075 0.200230 -2.253333 0.092 0.105 -0.141 -0.02
C 3.287547 0.211257 -3.695173 -0.054 -0.037 0.162 0.00
C 5.266026 0.455709 -1.295089 -0.131 0.017 0.001 0.17
C 6.141324 -0.208723 -0.373334 0.024 -0.007 0.005 0.09
C 7.496210 -0.039600 -0.464911 -0.039 -0.006 0.031 0.00
C 8.022118 0.823003 -1.436410 0.069 0.010 -0.006 0.21
C 7.176126 1.513358 -2.335344 -0.045 -0.003 -0.010 0.07
C 5.825412 1.319301 -2.282323 -0.007 -0.005 -0.022 0.02
C 3.605444 0.026033 1.337696 -0.100 -0.014 -0.072 0.05
C 3.563900 -1.185155 2.033769 0.116 -0.055 -0.015 0.02
C 4.197224 -1.289712 3.260383 0.047 -0.035 -0.031 0.00
C 4.841060 -0.184337 3.809884 0.031 -0.025 0.061 0.02
C 4.868307 1.025709 3.128533 -0.007 0.028 -0.042 -0.01
C 4.270522 1.128492 1.879430 0.001 0.081 0.045 0.04
H -0.547488 2.045341 -4.547993 0.029 -0.009 -0.013 0.00
H -2.315313 2.189577 -4.477606 0.004 0.015 0.001 0.00
H -1.294210 3.621245 -4.214810 -0.032 0.011 0.014 0.00
H -3.909297 3.452872 -3.435719 0.026 -0.001 -0.003 0.00
H -5.210784 5.506621 -3.717559 0.020 0.005 0.019 0.00
H -4.797210 7.455979 -2.253369 0.022 -0.036 0.005 0.00
H -3.051766 7.348282 -0.504610 -0.007 -0.018 -0.017 0.00
H -1.697440 5.310746 -0.237316 -0.002 -0.019 -0.009 0.00
H 0.300577 2.420003 1.512497 0.049 0.136 0.008 -0.04
H -0.127587 2.587040 3.969558 0.021 -0.061 0.006 0.00
H -2.395132 3.055614 4.791908 0.015 -0.003 -0.035 0.00
H -4.276785 3.257475 3.207973 0.037 -0.018 -0.027 0.00
H -3.896420 3.015822 0.776902 0.049 -0.004 0.025 0.00
H -2.284488 -3.446045 -3.821721 -0.025 -0.016 0.009 0.00
H -1.389246 -2.000312 -4.314882 0.026 0.038 -0.010 0.00
H -0.522027 -3.525755 -3.995011 0.000 0.000 0.012 0.00
H -1.261357 -5.540862 -2.308788 -0.028 0.029 0.002 0.00
H -2.750182 -7.480477 -2.564147 -0.020 0.007 0.013 0.00
H -5.090795 -7.362429 -1.771162 0.025 0.030 0.001 0.00
H -5.950407 -5.290675 -0.733877 0.027 -0.009 -0.013 0.00
H -4.482738 -3.326514 -0.492861 0.035 -0.007 -0.011 0.00
H -2.000891 -4.555765 1.471404 -0.005 0.033 -0.005 0.00
H -2.970124 -4.561033 3.744657 -0.002 0.024 -0.003 0.00
H -3.704617 -2.443611 4.790905 0.023 0.000 -0.032 0.00
H -3.488543 -0.308240 3.561443 0.031 -0.036 -0.015 0.00
H -2.595447 -0.297187 1.258147 -0.096 0.018 -0.034 -0.04
H 4.325387 -0.078132 -3.812939 0.021 -0.044 -0.005 0.00
H 2.666576 -0.515603 -4.208508 -0.042 0.007 -0.022 0.00
H 3.127935 1.202780 -4.112683 0.009 0.009 0.003 0.00
H 5.726163 -0.893919 0.352508 0.029 0.002 -0.030 0.01
H 8.162412 -0.575717 0.198099 -0.017 0.017 -0.016 0.00
H 9.094473 0.966267 -1.503529 -0.024 -0.009 -0.001 0.00
H 7.607995 2.198027 -3.053905 -0.021 -0.013 0.016 0.00
H 5.176606 1.872534 -2.948531 0.050 -0.002 0.037 0.00
H 3.086198 -2.051502 1.592568 -0.019 -0.006 -0.018 0.00
H 4.209273 -2.238367 3.783951 -0.008 0.042 -0.024 0.00
H 5.338101 -0.271814 4.768879 -0.019 0.002 -0.044 0.00
H 5.377241 1.879926 3.557483 -0.026 -0.025 -0.020 0.00
H 4.316194 2.062671 1.329273 0.000 -0.034 0.020 0.00
N 0.592605 -1.843523 4.487360 0.120 0.065 0.034 0.01
C 1.214422 -0.628074 4.688704 -0.115 -0.116 0.098 0.00
C 1.182727 -0.000298 3.494379 -0.237 -0.159 -0.003 0.01
N 0.533340 -0.821161 2.565675 0.384 0.056 0.105 -0.03
C 0.206019 -1.934794 3.218398 0.023 -0.007 -0.202 0.02
H 0.438502 -2.555590 5.186947 0.010 -0.003 0.035 0.00
H 1.618598 -0.336685 5.644648 -0.023 -0.013 -0.066 0.00
H 1.621411 0.944805 3.227381 -0.026 0.076 -0.008 -0.01
H -0.312405 -2.789688 2.800413 0.120 0.244 0.143 0.00
```
Forces are in eV/Å.